Run P
A molecular structure, C7H7NO3. Source: the OMol25 dataset; level of theory: ωB97M-V/def2-TZVPD.

Computed properties:
Multiplicity: 1
Charge: 0
E_HOMO: -8.81 eV
LUMO energy: -0.04332 hartree

Cartesian coordinates (Å):
C 2.9420 -1.0697 -0.0489
C 1.8275 -0.0661 -0.0063
C 1.9372 1.2579 -0.1110
C 0.8634 2.1684 0.0181
C -0.4368 1.7112 0.0261
C -0.7115 0.3872 -0.0131
C 0.4189 -0.5619 0.0296
H 3.7610 -0.8316 0.0128
H 2.9358 -2.1216 -0.5888
H 2.9421 -1.4509 0.9079
H 2.7390 1.6048 -0.0476
H 0.9504 3.2732 0.2201
H -1.5402 2.5158 0.1762
H -0.8342 -2.1287 -0.0658
N -1.9857 -0.1645 -0.0913
O 0.3061 -1.9410 0.0716
O -2.9022 0.5925 0.0080
O -2.1662 -1.4855 0.0026

=====

Run Q
A single C7H7NO3 molecule. Source: the OMol25 dataset; level of theory: ωB97M-V/def2-TZVPD.

Computed properties:
Multiplicity: 1
Charge: 0
E_HOMO: -9.22 eV
LUMO energy: 0.00473 hartree
SMILES string: O=C(NO)c1cccc(O)c1

Cartesian coordinates (Å):
O 2.1340 -0.9501 1.1711
C 1.5203 -0.2787 0.2468
N 2.2921 0.0885 -0.7932
O 3.7046 0.1241 -0.6327
C 0.1495 0.0350 0.2367
C -0.2507 1.4535 0.3433
C -1.5971 1.7968 0.1643
C -2.6287 0.8176 -0.0115
C -2.1545 -0.4999 -0.1023
O -3.1669 -1.3722 -0.3779
C -0.8970 -0.8769 -0.0047
H 1.9089 0.8464 -1.4493
H 3.6087 -0.3751 0.4140
H 0.7415 1.7922 0.3698
H -1.6685 3.0476 0.2252
H -3.5145 1.2067 -0.0144
H -2.6425 -2.4463 -0.5016
H -0.7030 -1.7907 -0.0095

=====

Run R
A single C7H7NO3 molecule. Source: the OMol25 dataset; level of theory: ωB97M-V/def2-TZVPD.

Computed properties:
Multiplicity: 1
Charge: 0
E_HOMO: -9.01 eV
LUMO energy: 0.01866 hartree
SMILES string: O=C=C1C[C@@]12CC=[N+]([O-])OC2

Cartesian coordinates (Å):
O -4.2223 -1.6412 0.1395
C -3.1541 -1.2062 0.1618
C -1.9929 -0.6992 -0.0623
C -1.4856 0.6349 -0.5269
C -0.4671 -0.3048 0.0725
C 0.4811 -0.1407 1.3398
C 2.0225 -0.1614 1.1192
N 2.4607 -0.9983 0.1785
O 3.5569 -1.1418 -0.3067
O 1.4236 -1.7555 -0.4543
C 0.3145 -1.1228 -1.0266
H -1.3738 0.8731 -1.6405
H -1.8305 1.6430 -0.0248
H 0.3394 -0.9601 2.1613
H 0.0967 0.6868 1.9457
H 2.6477 0.4433 1.7823
H -0.3885 -1.8698 -1.3714
H 0.5651 -0.3437 -1.8795

=====

Comparing the structures above, run Q comes out on top by 1.814 eV.